The following is a quantum chemistry calculation of a 14-piece molecular cluster, C56H154N14O14 overall, from OMol25.

Properties
- HOMO-LUMO gap (eV) = 8.4
- energy relative to the best compared isomer or geometry (same formula, charge and spin) (kcal/mol) = 129.4
- E_HOMO (eV) = -7.93

```
238
Properties=species:S:1:pos:R:3:forces:R:3
C 0.32260 4.58598 5.26057 0.5 -0.6 -1.1
C 1.63437 4.04682 4.66079 1.3 0.5 -1.0
C 1.94759 4.55764 3.18432 -0.9 -0.6 0.9
O 2.95592 3.70958 2.59543 0.7 0.8 0.7
C 3.64497 4.15445 1.40810 -1.7 -0.6 -0.3
N 2.73542 4.40726 5.57136 -0.1 0.2 0.6
H 0.39796 5.67333 5.27105 -0.4 0.0 0.3
H 0.09364 4.14509 6.23077 0.4 0.3 0.1
H -0.48878 4.24282 4.61870 -0.2 0.4 -0.2
H 1.56517 2.96627 4.53533 0.1 -0.2 0.4
H 2.14758 5.62632 3.26196 0.8 0.1 -0.2
H 1.01255 4.49986 2.62714 -0.1 -0.3 -0.5
H 4.24280 3.34418 0.99076 0.2 -0.2 0.7
H 4.25749 5.05517 1.44836 -0.2 0.1 0.6
H 2.85511 4.24838 0.66286 0.0 0.7 -0.4
H 3.69034 4.37270 5.24419 0.0 -1.0 -0.8
H 2.69302 5.39315 5.78657 -0.7 0.3 0.3
C 4.13009 -0.42555 2.27851 0.4 0.6 0.8
C 3.13884 -0.91855 3.35441 0.0 -0.9 -1.4
C 2.90595 0.07821 4.42917 0.1 1.4 1.2
O 2.22029 -0.50427 5.52007 0.5 -0.2 0.7
C 1.62407 0.38638 6.50190 -1.0 -1.5 -1.3
N 1.89058 -1.30807 2.71066 0.3 -0.4 0.3
H 4.21562 -0.94279 1.32287 -0.4 -0.7 0.3
H 5.12897 -0.40468 2.71430 0.1 0.1 0.0
H 3.89203 0.59961 1.99485 0.0 0.2 0.2
H 3.47917 -1.82165 3.86107 0.5 -0.2 -0.1
H 2.32357 0.91556 4.04472 -0.1 0.3 -0.3
H 3.84618 0.48649 4.79983 0.3 0.2 0.0
H 0.64410 0.53369 6.04794 -0.2 1.0 0.3
H 2.13899 1.30520 6.78245 0.3 -0.1 -0.4
H 1.40044 -0.23617 7.36822 0.5 0.1 0.1
H 1.30160 -1.61840 3.47020 -0.8 0.1 -0.2
H 1.47561 -0.50614 2.25812 -0.4 0.1 0.1
C -4.29269 -4.41122 -0.17560 0.5 0.5 0.7
C -4.03411 -3.76885 1.26426 0.1 -0.6 -1.2
C -4.91149 -4.36595 2.36303 -0.8 0.0 -0.7
O -4.83373 -3.59067 3.53926 0.3 0.3 0.1
C -5.60658 -4.08572 4.61214 0.6 0.1 0.2
N -2.63425 -3.87254 1.67071 -1.3 -0.7 0.7
H -4.50887 -5.47956 -0.17045 -0.1 0.0 0.2
H -3.42285 -4.29458 -0.82203 0.5 0.0 0.4
H -5.03658 -3.86336 -0.75405 -0.6 -0.1 0.4
H -4.31534 -2.72295 1.14139 -0.3 0.4 0.2
H -4.71223 -5.41951 2.55903 0.6 -0.2 0.1
H -5.94593 -4.36632 2.01947 -0.4 0.2 -0.2
H -6.62181 -4.32403 4.29497 -0.1 -0.1 0.1
H -5.62446 -3.33945 5.40639 -0.2 0.3 -0.2
H -5.10404 -4.92836 5.08703 -0.2 -0.5 -0.2
H -2.66426 -3.54974 2.62727 0.4 -0.3 0.5
H -2.02907 -3.20080 1.22057 0.3 0.0 -0.5
C 4.23316 3.06090 -6.94005 -1.4 -0.1 1.3
C 2.78121 3.62173 -7.04677 -0.1 0.4 -0.7
C 1.74128 3.05385 -6.04742 0.4 -0.1 -0.2
O 2.29980 3.19433 -4.79056 0.6 0.2 1.8
C 1.52819 2.72665 -3.66683 1.1 0.4 -1.1
N 2.78382 5.08029 -6.92831 0.4 0.4 0.1
H 4.59572 3.33683 -5.94986 0.3 0.0 0.0
H 4.96189 3.38869 -7.68141 -0.5 0.1 -0.2
H 4.10924 1.97806 -6.92539 0.4 -0.2 -0.2
H 2.46016 3.37954 -8.05987 -0.3 0.0 -0.1
H 1.42893 2.02570 -6.23029 0.2 -0.4 -0.3
H 0.83829 3.66369 -6.01916 -0.4 0.2 -0.8
H 1.93216 3.23748 -2.79277 0.1 -0.2 0.1
H 1.70059 1.65087 -3.63356 -0.5 0.0 0.5
H 0.47786 3.00197 -3.76214 -0.1 -0.1 0.0
H 1.86721 5.48262 -7.06279 -0.3 -0.2 -0.6
H 2.93506 5.31834 -5.95849 0.6 -0.1 0.3
C 1.91707 10.64940 -1.90777 -0.3 -1.1 -1.6
C 1.20927 9.51191 -1.22325 -0.1 1.0 1.2
C 1.70078 8.07071 -1.50605 -0.1 1.0 0.0
O 1.46825 7.68044 -2.85923 0.3 0.0 0.6
C 1.55285 6.27366 -3.03487 -0.5 -0.1 0.5
N 1.32246 9.82889 0.22838 -0.4 -1.4 0.6
H 1.61227 10.55988 -2.95045 0.7 0.3 -0.5
H 2.98024 10.45495 -1.76651 0.2 0.7 -0.2
H 1.54282 11.62091 -1.58498 0.3 -0.1 0.3
H 0.15839 9.58420 -1.50343 -0.2 -0.3 0.2
H 1.19597 7.43607 -0.77770 -0.4 -0.3 -0.1
H 2.75928 8.01019 -1.25306 0.4 0.0 -0.1
H 1.15543 5.99706 -4.01141 0.0 0.2 0.0
H 0.96119 5.79225 -2.25623 -0.5 -0.2 0.0
H 2.53364 5.81294 -2.91703 0.6 0.5 -0.2
H 1.17995 10.80036 0.46510 -0.3 0.1 -0.5
H 2.23301 9.62721 0.61610 0.2 -0.3 -0.2
C -2.10142 8.14731 -0.16514 0.0 0.5 -2.2
C -2.75618 7.10855 0.72057 1.2 0.0 -1.5
C -1.85515 5.84958 0.78368 -1.4 0.0 1.6
O -1.85662 5.07690 -0.38395 0.9 -0.8 -0.9
C -0.97278 3.94288 -0.28135 0.2 0.3 0.4
N -3.03340 7.67623 1.99775 -0.1 -0.5 1.7
H -1.10312 8.54270 0.02235 0.2 -0.5 1.1
H -2.67634 9.06211 -0.30905 -0.5 0.0 0.3
H -1.97558 7.78080 -1.18393 -0.2 -0.3 -0.3
H -3.69603 6.73329 0.31567 -0.1 0.3 -0.4
H -2.34885 5.23734 1.53835 0.2 -0.2 0.6
H -0.86906 6.11654 1.16374 0.5 0.0 -0.3
H 0.06471 4.24911 -0.14747 0.2 0.4 -0.1
H -0.98896 3.25988 -1.13066 -0.5 0.6 -0.5
H -1.14197 3.27857 0.56610 -0.7 0.2 0.5
H -2.18083 7.82133 2.51947 0.2 0.1 0.1
H -3.47789 8.58010 1.92340 -0.1 0.0 -0.2
C 3.29171 -4.84137 -1.02117 0.4 0.3 1.1
C 2.74545 -4.44056 0.36946 0.3 0.1 0.4
C 3.76702 -4.57515 1.54708 -0.1 0.0 -2.3
O 4.87817 -3.82183 1.12055 1.9 1.1 1.5
C 5.92060 -3.55235 2.14085 -1.3 -1.4 -0.7
N 2.19051 -3.09300 0.22442 0.4 -0.5 0.3
H 4.09662 -4.15167 -1.27520 0.3 -0.1 0.2
H 2.57761 -4.66529 -1.82562 -0.3 -0.5 0.2
H 3.67963 -5.85786 -0.95496 -0.1 -0.1 -0.5
H 2.01936 -5.16016 0.74771 -0.9 0.0 -0.5
H 3.98875 -5.64229 1.55963 0.4 -0.3 0.4
H 3.30845 -4.29364 2.49501 0.1 0.4 0.1
H 5.61436 -2.78241 2.84902 0.0 0.1 -0.2
H 6.88681 -3.34319 1.68172 -0.4 0.4 -0.4
H 6.07143 -4.48803 2.67924 0.0 0.0 0.3
H 2.91628 -2.51619 -0.17639 0.2 0.0 -0.8
H 2.14031 -2.66494 1.13784 -0.5 0.1 0.7
C -4.40612 2.19891 1.25656 0.4 -0.1 -0.2
C -5.65710 1.27937 1.32862 0.1 2.2 -0.6
C -5.58283 0.25172 0.23864 0.9 -1.4 0.7
O -5.80805 0.73792 -1.05300 0.0 0.0 -0.7
C -6.12735 -0.31484 -1.98242 -0.4 0.6 0.8
N -5.80936 0.73214 2.66875 0.4 0.0 -0.6
H -3.46091 1.65610 1.25829 -0.1 -0.5 0.0
H -4.28122 2.92254 2.06208 -0.5 0.0 0.3
H -4.36467 2.78312 0.33728 -0.4 -0.1 -0.1
H -6.49013 1.94609 1.10580 -0.4 0.1 -0.2
H -6.19297 -0.61898 0.47885 -0.7 0.0 -0.1
H -4.57765 -0.15043 0.36510 0.4 -0.3 -0.5
H -5.34829 -1.07300 -2.06229 0.2 0.0 0.1
H -6.33147 0.10216 -2.96859 0.2 0.2 0.2
H -7.04814 -0.75994 -1.60545 -0.1 -0.4 -0.2
H -5.62003 1.52937 3.25923 -0.1 -0.2 0.6
H -6.76755 0.45123 2.82054 -0.1 -0.1 0.1
C -1.74285 -1.38370 -4.68663 -1.1 0.6 0.0
C -1.80295 0.11227 -5.05091 0.2 -0.5 0.4
C -2.90839 0.82329 -4.22352 1.4 -0.2 0.6
O -3.07216 2.13221 -4.62180 -1.2 2.8 -0.4
C -3.88936 2.98511 -3.73876 -0.1 -0.3 -1.1
N -0.44323 0.67004 -4.88216 -0.7 0.0 0.5
H -0.95435 -1.90576 -5.22866 -0.1 0.0 0.1
H -2.72270 -1.79124 -4.93542 0.1 -0.4 -0.4
H -1.67811 -1.56035 -3.61299 0.5 0.2 0.1
H -2.00284 0.16737 -6.12101 -0.8 0.1 -0.1
H -2.56777 0.96834 -3.19833 0.1 -1.2 0.6
H -3.83796 0.25476 -4.25128 -0.1 -0.2 0.0
H -4.91621 2.63916 -3.62045 0.1 -0.8 0.2
H -4.09263 3.94472 -4.21407 0.7 0.0 -0.5
H -3.46398 3.22827 -2.76508 0.4 -0.5 0.1
H 0.04477 0.39814 -5.72361 0.4 0.0 0.0
H -0.50058 1.67804 -4.90975 -0.1 0.2 -0.1
C 4.42722 0.99821 -1.90765 0.4 -0.9 -0.2
C 5.29123 -0.29433 -2.04203 -1.1 0.6 1.1
C 4.53613 -1.26668 -2.95982 0.1 0.4 -0.6
O 3.23514 -1.59837 -2.47869 -0.7 0.5 0.0
C 2.23227 -1.73472 -3.50254 -0.1 0.2 0.4
N 6.64008 0.12116 -2.51787 -1.2 -0.9 0.2
H 3.52528 0.82549 -1.32048 -0.1 -0.1 -0.3
H 4.20146 1.27966 -2.93620 -0.3 0.4 0.1
H 4.96052 1.81660 -1.42399 0.3 0.0 0.0
H 5.37931 -0.74468 -1.05333 -0.1 -0.2 0.3
H 5.02083 -2.21597 -3.18791 0.6 0.1 0.1
H 4.51886 -0.66304 -3.86725 -0.5 -0.3 -0.6
H 2.14031 -0.80996 -4.07217 0.7 -0.2 -0.7
H 1.19659 -1.79544 -3.16818 0.2 -0.1 1.3
H 2.32380 -2.68061 -4.03641 0.6 0.3 -0.6
H 6.91398 0.72905 -1.75924 0.5 0.4 -0.1
H 7.19087 -0.71299 -2.37320 0.6 -0.1 -0.3
C -2.16630 -0.85303 -0.30926 0.1 -0.2 -0.2
C -0.76494 -1.44744 -0.50702 0.5 1.2 0.3
C 0.39299 -0.38592 -0.52912 -1.0 -0.4 1.1
O 0.21854 0.40464 0.70093 0.3 0.0 -1.4
C 1.18925 1.40744 0.80497 0.8 0.6 0.6
N -0.59610 -2.36875 0.58808 1.0 0.0 0.2
H -2.23646 -0.26628 0.60665 0.5 0.4 -0.1
H -2.83638 -1.67514 -0.05784 -0.1 -0.1 -0.6
H -2.52796 -0.28087 -1.16363 -0.1 0.1 0.0
H -0.65100 -2.03755 -1.41637 -0.3 0.3 -0.4
H 0.38787 0.18773 -1.45594 -0.3 0.6 0.1
H 1.36960 -0.86766 -0.48163 0.0 -0.2 0.0
H 2.21266 1.03958 0.87864 0.2 -0.5 -0.5
H 1.13234 1.96933 1.73725 -0.8 -0.1 0.3
H 1.18299 2.16745 0.02366 -0.3 -0.1 -0.5
H -0.15247 -1.84034 1.32569 -0.3 0.1 0.7
H 0.17380 -2.96813 0.32714 0.3 -0.4 0.0
C -1.36486 -7.16338 2.94045 -0.4 -0.5 1.7
C -0.57128 -6.96116 1.70597 0.7 1.1 -0.1
C 0.46864 -8.02835 1.31065 -1.8 1.4 1.0
O 1.47647 -7.98336 2.28875 1.1 -1.0 -0.7
C 2.53262 -8.87709 1.90306 0.1 0.8 0.6
N -1.49560 -6.71549 0.65215 -0.7 -0.3 -1.3
H -2.06778 -7.98652 2.81228 0.3 -0.6 0.2
H -2.04205 -6.35609 3.21936 0.2 0.6 -0.7
H -0.75688 -7.22916 3.84275 0.2 -0.7 0.0
H -0.02924 -6.02074 1.80556 0.8 0.2 0.6
H 0.81890 -7.74626 0.31775 0.3 -0.2 -0.2
H -0.08574 -8.96668 1.29276 0.4 -0.5 -0.2
H 2.13688 -9.86528 1.66866 0.1 -0.1 0.2
H 3.27365 -8.88334 2.70240 -0.3 -0.4 0.3
H 3.11683 -8.51342 1.05775 -0.3 0.2 -0.5
H -0.99141 -6.14752 -0.01366 0.0 -0.3 -0.8
H -2.09386 -5.97930 0.99885 -0.6 0.1 0.3
C -1.79272 0.13163 3.61792 1.6 0.1 0.8
C -2.57593 -1.13811 3.94678 -0.2 0.4 0.3
C -1.87672 -2.17407 4.90634 -0.2 0.9 -0.7
O -0.60803 -2.51001 4.33043 -0.3 -0.2 -0.5
C 0.27660 -3.23666 5.16340 -0.9 0.5 1.3
N -3.93667 -0.78219 4.40446 1.4 -0.5 0.8
H -2.29023 0.95884 3.11166 -0.5 -0.7 -0.6
H -0.86515 -0.15844 3.12437 -0.2 0.1 -0.7
H -1.35542 0.69408 4.44286 -0.4 -0.3 1.0
H -2.67557 -1.65301 2.99125 0.2 -0.2 -0.2
H -2.55761 -3.01841 5.01396 0.1 -0.6 -0.6
H -1.81737 -1.86391 5.94961 0.5 0.8 0.1
H 0.57613 -2.55112 5.95614 0.5 0.0 0.2
H 1.17055 -3.63165 4.68078 -0.3 0.2 -0.5
H -0.25044 -4.04294 5.67354 0.0 -0.4 -0.2
H -4.38151 -1.67678 4.55256 -0.5 0.1 -0.1
H -4.39482 -0.33353 3.62413 -0.4 0.0 0.0
C 0.05189 -6.87156 -2.61497 0.0 0.4 -0.6
C -0.24453 -5.35261 -2.72537 -0.6 -0.6 0.1
C -1.51965 -5.03645 -3.57260 1.2 0.2 0.3
O -1.39853 -5.35343 -4.99173 -0.8 -0.1 1.3
C -2.37797 -6.33524 -5.33075 0.0 -0.5 0.6
N -0.37878 -4.87846 -1.32501 0.1 -0.2 -0.8
H -0.78399 -7.45151 -2.22371 -0.3 0.3 -0.1
H 0.85674 -7.10472 -1.91788 0.3 0.4 -0.1
H 0.32892 -7.25573 -3.59669 0.0 -0.1 0.0
H 0.59238 -4.81139 -3.16670 0.2 -0.2 -0.5
H -1.68993 -3.96404 -3.47741 -0.1 0.2 -0.2
H -2.34447 -5.53397 -3.06245 -0.3 -0.2 -0.4
H -2.26425 -7.16607 -4.63442 0.3 -0.5 -0.3
H -2.30701 -6.66090 -6.36854 0.4 0.2 0.1
H -3.41907 -6.06682 -5.15137 -0.1 0.9 -0.1
H 0.58854 -4.82474 -1.03947 0.1 0.2 0.6
H -0.74445 -3.94572 -1.19706 -0.2 0.1 -0.4
```
Forces are in eV/Å.

Atomic partial charges in e from the Mulliken method, atoms 1 to 8: -1.512 1.649 -0.260 -0.246 -0.668 -0.671 0.423 0.370